A molecular structure, C35H43ClGeN4O3Ti in a non-equilibrium geometry. Source: the Open Molecules 2025 dataset; level of theory: ωB97M-V with the def2-TZVPD basis set.

Structure (XYZ):
```
88
Properties=species:S:1:pos:R:3:forces:R:3:lowdin_charge:R:1
Ti -0.1028 -0.0029 0.1672 -0.5938 -0.9138 -0.1683 1.1113
C 0.4237 -0.2615 4.5945 0.0039 -0.0053 -0.3497 -0.0189
C 0.6192 -0.4031 3.2054 -0.1339 0.0770 0.3373 -0.1051
N -0.2408 0.0546 2.3248 0.1166 0.1414 -0.2216 0.0257
C -1.3522 0.7391 2.7341 0.1402 0.2803 -0.1941 -0.1722
C -1.6079 0.9506 4.0988 -0.1708 -0.0834 0.1637 -0.1455
C -0.6888 0.4046 5.0249 -0.0090 0.0166 0.1153 0.0199
C -2.7449 1.7022 4.4854 0.0713 -0.0560 -0.0475 -0.0286
C -3.5414 2.2381 3.5152 0.0206 -0.0112 -0.1354 -0.0509
C -3.2608 2.0576 2.1420 0.0130 0.0116 0.1032 0.0098
C -2.1814 1.3168 1.7159 -0.1014 -0.0899 0.0081 -0.2350
N -1.8302 1.1033 0.3683 0.3213 0.2020 0.2896 -0.0548
C -1.7585 2.3059 -0.3769 -0.0038 0.2168 -0.1415 -0.2552
C -2.7665 2.9940 -0.9967 -0.0483 0.0442 0.0375 -0.0089
C -2.5121 4.2627 -1.5818 -0.0335 -0.0809 0.0365 -0.0458
C -1.2913 4.8690 -1.4942 0.1009 -0.0364 0.0132 -0.0171
C -0.2211 4.1942 -0.8479 -0.2304 0.0744 -0.2235 -0.1464
C 1.0474 4.7499 -0.5600 0.0171 0.0882 -0.0279 0.0247
C 1.9596 4.0266 0.1550 -0.0951 -0.2943 0.0519 -0.0184
C 1.6466 2.6924 0.5049 0.0914 0.4110 -0.2138 -0.0952
N 0.5045 2.1380 0.1964 0.0146 -0.2066 0.0732 0.0565
C -0.4653 2.8933 -0.4020 0.1893 -0.1594 0.6004 -0.1698
H 1.1539 -0.6736 5.2752 -0.0267 0.0239 0.0559 0.1147
H 1.4976 -0.9034 2.8158 0.0006 0.0029 -0.0388 0.1093
H -0.8741 0.5426 6.0836 0.0065 -0.0077 -0.0045 0.1278
H -2.9550 1.8481 5.5364 -0.0046 0.0068 -0.0015 0.1170
H -4.4131 2.8204 3.7827 0.0124 -0.0001 0.0573 0.1130
H -3.9143 2.5207 1.4154 0.0191 -0.0257 -0.0326 0.1099
H -3.7741 2.5980 -1.0122 0.0235 -0.0585 -0.0111 0.1229
H -3.3299 4.7752 -2.0707 0.0072 0.0159 -0.0030 0.1124
H -1.1351 5.8611 -1.8974 0.0067 0.0024 0.0135 0.1192
H 1.2665 5.7628 -0.8761 0.0021 -0.0057 0.0006 0.1285
H 2.9204 4.4312 0.4392 -0.0078 0.0512 -0.0264 0.1161
H 2.3592 2.0761 1.0256 0.0067 -0.0794 0.0188 0.0942
C -1.8965 0.0881 -3.1121 -0.0409 -0.0344 -0.0421 -0.0114
C -0.3784 -0.0024 -3.1762 0.0352 0.1005 0.2451 -0.6420
C 0.0264 -1.0524 -4.2011 -0.0447 -0.0361 -0.0839 -0.0656
C 0.2178 1.3506 -3.5344 -0.0104 0.0740 -0.0823 -0.0021
O 0.1190 -0.3678 -1.8506 -0.0787 0.0616 -0.1715 -0.4341
Ge 1.6714 -1.5215 -1.5791 0.1485 -0.0041 -0.0480 1.0558
O 0.7004 -1.9877 0.0195 -0.1596 -0.0351 0.1459 -0.4345
C 0.9594 -3.3079 0.5903 0.0238 0.2423 0.0222 -0.6465
C 2.4270 -3.3664 0.9975 0.0706 -0.0712 0.0525 -0.0304
C 0.0776 -3.5343 1.8088 0.0115 -0.0700 0.0569 -0.0110
C 0.6582 -4.3867 -0.4442 -0.0071 -0.1050 -0.0142 -0.0381
O 2.4061 -0.2166 -0.4441 0.4383 0.1022 -0.1959 -0.3609
C 3.7750 0.1992 -0.7381 -0.1530 -0.0449 0.0920 -0.6654
C 3.7635 1.2076 -1.8785 0.0409 0.0697 -0.0526 -0.0265
C 4.4097 0.7964 0.5219 0.0582 0.0127 0.0537 -0.0320
C 4.6364 -1.0053 -1.1262 0.0816 -0.0335 -0.0242 -0.0787
H -2.2718 0.5341 -4.0349 0.0027 0.0169 0.0138 0.1014
H -2.3526 -0.8958 -3.0145 0.0097 -0.0460 0.0180 0.0770
H -2.2232 0.7035 -2.2760 0.0268 -0.0142 -0.0134 0.0624
H -0.4722 -0.8302 -5.1461 0.0169 0.0020 0.0099 0.0993
H 1.1002 -1.0691 -4.3902 0.0194 0.0273 0.0485 0.0697
H -0.2843 -2.0524 -3.8896 -0.0021 0.0062 0.0230 0.0821
H -0.0820 1.6427 -4.5422 -0.0068 -0.0139 -0.0007 0.1005
H -0.1284 2.1226 -2.8458 0.0056 -0.0215 -0.0070 0.0751
H 1.3073 1.3158 -3.5016 0.0002 -0.0202 0.0207 0.0755
H 2.6831 -2.5318 1.6521 -0.0102 0.0033 -0.0057 0.0811
H 2.6353 -4.2996 1.5232 -0.0053 0.0100 0.0069 0.0986
H 3.0864 -3.3305 0.1283 -0.0284 0.0248 -0.0395 0.0679
H 0.2570 -2.7972 2.5890 -0.0165 0.0224 -0.0311 0.0665
H -0.9785 -3.5269 1.5524 -0.0029 -0.0017 -0.0181 0.0724
H 0.3099 -4.5150 2.2274 0.0034 0.0037 -0.0040 0.1012
H 1.2392 -4.2580 -1.3584 0.0145 0.0362 0.0113 0.0606
H 0.9149 -5.3642 -0.0322 -0.0075 0.0099 0.0119 0.0999
H -0.4012 -4.4020 -0.6982 0.0079 0.0139 -0.0057 0.0734
H 3.0845 2.0334 -1.6624 0.0005 -0.0089 0.0051 0.0713
H 4.7623 1.6176 -2.0429 -0.0032 -0.0116 0.0126 0.0989
H 3.4449 0.7367 -2.8122 -0.0107 -0.0306 0.0231 0.0782
H 4.2377 1.8650 0.6296 -0.0799 0.0352 -0.0073 0.0640
H 4.0509 0.2784 1.4130 -0.0310 -0.0082 -0.0167 0.0895
H 5.4925 0.6720 0.4836 -0.0166 -0.0026 -0.0002 0.0908
H 4.3046 -1.4982 -2.0399 -0.0467 0.0190 -0.0045 0.0499
H 5.6595 -0.6690 -1.2998 -0.0070 -0.0064 -0.0044 0.0947
H 4.6599 -1.7379 -0.3184 -0.0131 -0.0077 0.0131 0.0809
Cl -5.1195 -2.6446 2.4960 0.0225 -0.0031 -0.0298 0.7110
C -3.9975 -2.6007 1.1829 -0.0234 0.0040 0.0397 -0.6329
C -4.1613 -3.4161 0.0770 0.0401 0.0238 0.0005 -0.0625
C -3.2126 -3.3250 -0.9271 0.0014 0.0044 0.0065 -0.0263
C -2.1563 -2.4414 -0.7800 -0.0091 -0.0506 -0.0302 -0.1473
N -2.0065 -1.6535 0.2833 0.0950 0.2023 -0.0974 0.0431
C -2.9196 -1.7332 1.2481 -0.0905 -0.0281 0.0030 -0.1462
H -4.9985 -4.0972 0.0137 -0.0037 0.0018 -0.0075 0.1184
H -3.2817 -3.9365 -1.8163 -0.0135 -0.0061 0.0072 0.1195
H -1.3854 -2.3697 -1.5332 -0.0009 0.0285 -0.0240 0.0952
H -2.8070 -1.1031 2.1182 0.0226 0.0047 -0.0159 0.1035
```
Forces are in eV/Å.

The charge is +1. Its highest occupied orbital energy (spin up / spin down) is -10.35 / -10.36 eV. The gap between HOMO and LUMO (spin up / spin down) comes out at 0.273 / 0.274 hartree. As for the energy relative to the best compared isomer or geometry (same formula, charge and spin): 1.376 eV. As for the multiplicity: 2. Its LUMO energy (spin up / spin down) is -2.9166 / -2.9013 eV.